Record 1
C5H8O2 in the gas phase in a non-equilibrium geometry. Source: OMol25; level of theory: ωB97M-V/def2-TZVPD.

molar mass = 100.12 g mol⁻¹
E = -9405.85278 eV
energy above the lowest of the compared OMol25 structures with the same formula, charge and spin = 3.9794 eV
largest force on an atom = 3.70 eV Å⁻¹
frontier orbital gap (alpha / beta) = 5.637 / 9.052 eV
LUMO (alpha / beta) = -0.84 / 0.60 eV
E_HOMO (alpha / beta) = -6.5 / -8.4 eV

Cartesian coordinates (Å):
C: 1.75278 0.28750 1.05329
C: 0.83550 0.11131 -0.10659
O: 1.30722 0.56860 -1.23466
C: -0.28350 -0.88665 -0.01558
C: -1.66105 -0.22305 -0.00810
C: -1.45693 0.88231 -1.10945
O: -2.42381 1.47108 -1.52930
H: 2.53819 -0.47966 0.99043
H: 2.23674 1.26583 1.02343
H: 1.22196 0.15014 1.99839
H: 0.44098 0.67651 -1.74951
H: -0.21186 -1.50158 -0.92504
H: -0.10392 -1.52307 0.85913
H: -2.48458 -0.93022 -0.18068
H: -1.84644 0.30209 0.94038

***

Record 2
2 unconnected molecules or ions with the total composition HO2PS in a non-equilibrium geometry. Source: OMol25; level of theory: ωB97M-V/def2-TZVPD.

molar mass = 96.05 g mol⁻¹
E = -24231.74187 eV
energy above the lowest of the compared OMol25 structures with the same formula, charge and spin = 3.4742 eV
largest force on an atom = 2.36 eV Å⁻¹
frontier orbital gap (alpha / beta) = 7.452 / 6.782 eV
LUMO (alpha / beta) = -1.75 / -1.59 eV
E_HOMO (alpha / beta) = -9.2 / -8.4 eV

Cartesian coordinates (Å):
O: -0.89770 1.76513 -1.11748
P: -1.32432 1.43596 0.22757
H: -0.37579 0.13969 0.35142
O: 1.23142 -2.41593 0.20413
S: 1.36639 -0.92484 0.33435

***

Record 3
2 unconnected molecules or ions with the total composition C3H3N3S in a non-equilibrium geometry. Source: OMol25; level of theory: ωB97M-V/def2-TZVPD.

molar mass = 113.14 g mol⁻¹
E = -18462.86176 eV
energy above the lowest of the compared OMol25 structures with the same formula, charge and spin = 2.2213 eV
largest force on an atom = 5.51 eV Å⁻¹
frontier orbital gap = 10.987 eV
LUMO = 0.71 eV
E_HOMO = -10.3 eV

Cartesian coordinates (Å):
C: -1.44729 0.83288 -0.82445
N: -0.60470 -0.00650 -1.23101
N: -0.53702 -1.07354 -0.37048
C: -1.25212 -0.97353 0.67288
S: -2.03898 0.60963 0.81997
H: -1.55766 1.69997 -1.38462
H: -1.13108 -1.60898 1.47951
C: 2.85418 0.19675 0.27610
N: 2.36400 0.48891 1.24143
H: 3.35068 -0.16559 -0.67932

***

Record 4
A gas-phase ion, C7H11N2O (charge +1) in a non-equilibrium geometry. Source: OMol25; level of theory: ωB97M-V/def2-TZVPD.

molar mass = 139.18 g mol⁻¹
E = -12454.98215 eV
energy above the lowest of the compared OMol25 structures with the same formula, charge and spin = 3.4524 eV
largest force on an atom = 3.27 eV Å⁻¹
frontier orbital gap (alpha / beta) = 6.752 / 6.751 eV
LUMO (alpha / beta) = -5.45 / -5.45 eV
E_HOMO (alpha / beta) = -12.2 / -12.2 eV
charge = +1

Cartesian coordinates (Å):
C: 1.79920 0.60558 0.40791
C: 0.78878 0.50522 -0.71041
C: 0.15287 1.59039 -1.15110
O: 0.32188 2.78220 -0.56419
C: 0.54238 -0.87881 -1.32413
C: -0.81757 -1.63424 -0.71319
C: -0.44324 -1.86511 0.68743
N: -0.72205 -1.09631 1.68267
C: -1.52268 -0.14027 1.90229
N: -2.12675 0.68784 2.50040
H: 1.50154 -0.11020 1.19394
H: 1.69521 1.58722 0.80708
H: 2.90742 0.40482 0.16165
H: -0.14602 1.69484 -2.20456
H: -0.33708 3.36299 -0.86290
H: 1.40791 -1.64938 -1.21415
H: 0.23552 -0.73850 -2.32742
H: -0.95935 -2.64120 -1.33468
H: -1.62388 -0.93810 -0.92252
H: 0.28436 -2.58900 1.01209
H: -2.93847 1.06002 2.97378

***

Q: Number 1 is which compound?
A: C5H8O2